ORCA calculation (the ωB97M-V functional and the def2-TZVPD basis) on a cluster of 6 separate species, H12O5S in total in a non-equilibrium geometry.

```
18
Properties=species:S:1:pos:R:3:forces:R:3:mulliken_charge:R:1
S -1.09446 -2.11410 1.72675 -0.3066 -0.1424 -0.3636 -0.314
O 0.67904 1.28551 1.36360 -2.0339 1.1660 -1.3442 -0.540
O 2.51502 0.61016 -0.64419 1.6583 0.9131 0.0298 -0.587
O 0.20708 -1.02557 -1.63041 3.1692 -0.7828 -2.5105 -0.555
O -1.71210 0.14029 -0.32480 -0.4418 0.7471 0.4489 -0.616
O 0.13648 2.92734 -1.83091 -0.2430 0.8261 -1.3783 -0.636
H -0.16118 3.13864 -2.77970 0.2859 -1.2500 2.4858 0.309
H -1.67076 0.67510 0.50070 0.2414 -0.4909 -0.8913 0.314
H 3.41612 0.75508 -1.02824 -1.4440 -0.4199 0.3613 0.288
H 0.30648 -1.84625 -2.15719 -0.3661 0.7924 0.6537 0.263
H -0.56364 -1.05084 -1.13116 -2.3161 -0.1406 1.7212 0.357
H -0.90839 -1.66838 2.96757 0.2893 -0.1488 0.1901 0.130
H 1.08100 1.57499 0.53132 -0.0045 -0.1857 0.0507 0.285
H 2.10269 -0.14923 -1.04841 -0.3103 -0.4558 -0.4109 0.316
H -0.07788 -2.98552 1.69462 0.0490 0.1152 0.3292 0.140
H 1.40909 0.98824 1.83719 1.9066 -0.9451 1.3601 0.278
H -1.77183 0.74961 -1.07342 -0.1870 -0.0092 0.3751 0.234
H -0.25451 2.14234 -1.40762 0.0538 0.4113 -1.1071 0.332
```
Forces are in eV/Å.

net charge: 0
LUMO energy: 0.463 eV
Kohn-Sham gap: 9.93 eV
energy above the lowest of the compared OMol25 structures with the same formula, charge and spin: 24.0 kcal/mol
2S+1: 1
highest occupied orbital energy: -9.5 eV


ORCA calculation (the ωB97M-V functional and the def2-TZVPD basis) on a cluster of 2 separate species, C8H12NO in total in a non-equilibrium geometry.

```
22
Properties=species:S:1:pos:R:3:forces:R:3:mulliken_charge:R:1
O -1.66305 2.71246 0.64313 0.5308 -1.1529 0.3769 -0.594
N -1.13327 1.64439 1.19150 -0.8659 1.8647 0.7995 -0.233
C 1.30038 0.72421 0.50048 0.4521 1.0127 0.5230 -0.337
C -0.67103 -1.54990 -1.58435 -0.5169 -0.3795 1.4325 -1.517
C 1.75927 -0.26826 1.36630 2.2770 1.6554 1.8959 -0.391
C -0.64235 -0.82505 -0.20748 0.5566 0.7780 0.6960 0.831
C 0.12169 0.55670 -0.24256 -0.7204 -0.7532 -0.3999 0.483
C 1.05651 -1.53376 1.56821 -0.3336 3.1137 -1.9760 -0.310
C -0.07836 -1.75382 0.86264 1.0771 1.3622 0.0870 -1.253
C -0.18835 1.45491 -1.40935 -1.2784 -0.9590 -1.0222 -1.379
H -0.61052 -2.60356 1.12129 -1.2418 -1.7305 0.1258 0.425
H -0.82801 1.02023 -2.28974 1.3771 0.4659 1.6506 0.241
H 0.70692 1.87953 -1.78695 1.0127 0.1829 -0.7588 0.338
H -1.68639 -1.86024 -1.88224 0.4275 -0.0928 0.1252 0.267
H -0.59196 2.04870 2.05371 -0.0344 -1.0480 -1.4606 0.161
H -1.67454 -0.52099 0.05280 0.1896 -0.2553 0.0410 0.298
H 2.64848 0.10739 2.12512 -2.2544 -1.4001 -1.9113 0.061
H 1.46264 -2.13936 2.30893 0.2622 -1.4186 1.1128 0.472
H -0.30955 -0.84383 -2.25786 0.4847 0.8956 -1.6184 0.411
H 0.03450 -2.37317 -1.56295 -0.1108 -0.3555 -0.1044 0.489
H 1.75056 1.81278 0.53704 -0.6193 -2.3722 -0.2706 0.174
H -0.76359 2.31064 -1.10767 -0.6715 0.5865 0.6560 0.365
```
Forces are in eV/Å.

net charge: -1
LUMO energy (spin up / spin down): 3.943 / 4.001 eV
Kohn-Sham gap (spin up / spin down): 5.89 / 5.69 eV
energy above the lowest of the compared OMol25 structures with the same formula, charge and spin: 30.5 kcal/mol
2S+1: 1
highest occupied orbital energy (spin up / spin down): -1.9 / -1.7 eV


ORCA calculation (the ωB97M-V functional and the def2-TZVPD basis) on a structure of composition C4H4IrO5 in a non-equilibrium geometry.

```
14
Properties=species:S:1:pos:R:3:forces:R:3:mulliken_charge:R:1
Ir -1.30626 4.25587 1.56083 0.1692 2.2056 2.5833 1.428
O -0.70526 1.17920 0.94190 -2.0554 2.3538 -1.4827 -0.372
O -0.82838 1.23502 -1.11915 -1.7910 1.8665 0.5615 -0.228
O -0.85215 -0.92814 -0.06229 -0.5689 1.5306 -0.0986 -0.319
O -1.43181 3.14325 0.04965 -2.2696 2.7606 -2.0074 -0.387
O 1.07714 0.12911 -0.10033 -0.9463 1.4818 0.1854 -0.341
C 0.13501 -1.97757 0.02435 0.4941 -0.7960 0.0482 -0.249
C -1.22257 1.97032 -0.11743 5.8026 -8.2367 0.3123 0.550
C -0.24092 0.24624 -0.05366 1.1679 -2.9491 0.2544 0.979
C 1.41934 -1.24988 -0.35561 0.3553 -0.8813 -0.4046 -0.271
H 0.14755 -2.36458 1.04977 -0.1140 0.1511 -0.2459 0.294
H -0.14521 -2.76827 -0.67721 0.0290 0.2259 0.1894 0.309
H 2.27480 -1.51095 0.27395 -0.2192 0.1707 -0.1596 0.305
H 1.67871 -1.35962 -1.41479 -0.0537 0.1165 0.2642 0.300
```
Forces are in eV/Å.

expectation value of S²: 8.755
net charge: +2
LUMO energy (spin up / spin down): -9.336 / -14.640 eV
Kohn-Sham gap (spin up / spin down): 9.31 / 3.97 eV
2S+1: 6
highest occupied orbital energy (spin up / spin down): -18.6 / -18.6 eV